Below is a 3-piece molecular cluster, H2N2O3S2 overall in a non-equilibrium geometry, with properties calculated with the ωB97M-V functional and the def2-TZVPD basis.

Cartesian coordinates (Å):
N (-9.977, -0.495, 0.498)
N (-8.022, -1.076, -0.916)
O (-10.056, -0.403, 1.685)
O (-8.817, -1.567, -1.725)
O (-8.409, -0.434, 0.112)
S (-12.382, 1.617, -1.747)
S (13.180, -1.590, 0.560)
H (-12.463, 0.874, -2.822)
H (13.098, -1.897, -0.880)

Results
**Total charge**: -2
**Orbital gap (spin up / spin down)**: 0.143 / 0.140 Ha



Below is an isolated molecule of H2N2O3Si in a non-equilibrium geometry, with properties calculated with the ωB97M-V functional and the def2-TZVPD basis.

Cartesian coordinates (Å):
N (-0.354, 0.300, 1.406)
N (-1.187, 0.622, 0.559)
O (0.747, -0.268, 1.059)
O (-2.360, 0.784, 0.450)
O (-0.445, 0.358, -0.911)
Si (0.930, -0.425, -0.772)
H (0.592, -1.808, -1.077)
H (2.077, 0.436, -0.715)

Results
**SMILES**: [O-][N+]1=NO[SiH2]O1
**Orbital gap**: 0.351 Ha



Below is an isolated ion of composition H2N2O4P and charge -1 in a non-equilibrium geometry, with properties calculated with the ωB97M-V functional and the def2-TZVPD basis.

Cartesian coordinates (Å):
N (-2.009, -1.562, -0.327)
N (1.622, 0.043, 0.374)
O (-2.872, -1.156, 0.403)
O (-0.564, 1.365, 1.123)
O (0.642, 1.887, -1.045)
O (-0.914, -0.825, -0.546)
P (0.212, 0.899, -0.005)
H (1.623, -1.038, 0.424)
H (2.260, 0.386, -0.401)

Results
**Total charge**: -1
**SMILES**: N[P@@](=O)([O-])ON=O
**Orbital gap**: 0.337 Ha



Below is an isolated ion of composition H2N2O4P and charge -1 in a non-equilibrium geometry, with properties calculated with the ωB97M-V functional and the def2-TZVPD basis.

Cartesian coordinates (Å):
N (-1.718, -1.449, 0.148)
N (0.130, 0.522, -0.192)
O (-2.429, -2.370, -0.117)
O (-1.483, 1.871, 1.245)
O (-1.871, 1.769, -1.244)
O (-2.396, -0.334, 0.144)
P (-1.409, 1.108, 0.002)
H (0.555, 0.599, 0.677)
H (0.423, -0.298, -0.622)

Results
**Total charge**: -1
**SMILES**: N[P@@](=O)([O-])ON=O
**Orbital gap**: 0.345 Ha



Below is a 2-piece molecular cluster, H2N2O4S overall in a non-equilibrium geometry, with properties calculated with the ωB97M-V functional and the def2-TZVPD basis.

Cartesian coordinates (Å):
N (1.144, -2.456, -2.300)
N (-0.358, 0.008, 0.644)
O (0.971, -2.891, -3.523)
O (-0.467, 1.625, 2.562)
O (1.495, 1.698, 1.121)
O (-0.738, 2.301, 0.274)
S (0.047, 1.501, 1.201)
H (0.135, -0.876, 1.024)
H (0.037, 0.296, -0.269)

Results
**Total charge**: -2
**Orbital gap (spin up / spin down)**: 0.169 / 0.169 Ha



Below is an isolated molecule of H2N2O4S in a non-equilibrium geometry, with properties calculated with the ωB97M-V functional and the def2-TZVPD basis.

Cartesian coordinates (Å):
N (-1.298, 0.002, -0.629)
N (-0.251, 0.572, -0.675)
O (-2.222, -0.246, -1.303)
O (-1.416, -0.598, 0.906)
O (2.161, 1.301, 0.078)
O (1.497, -0.945, 0.573)
S (0.977, 0.395, 0.733)
H (-2.092, -1.193, 0.905)
H (2.645, 0.711, -0.588)

Results
**Orbital gap**: 0.391 Ha



For each record above, in turn, the calculated energy relative to the best compared isomer or geometry (same formula, charge and spin) values are 0.8563 0.7121 1.5419 0.3897 0.4855 2.8117 eV.